{
  "formula": "C3H9N5",
  "method": "wB97M-V/def2-TZVPD",
  "symbols": ["C", "C", "C", "N", "N", "N", "N", "N", "H", "H", "H", "H", "H", "H", "H", "H", "H"],
  "xyz": [[1.102, -0.053, -0.867], [-1.915, -1.309, -2.350], [0.944, 1.298, 2.462], [0.077, -0.532, -1.566], [1.271, 0.440, 0.359], [-1.587, -1.302, -0.086], [-1.066, -1.000, -1.206], [0.431, 0.583, 1.344], [1.987, 0.028, -1.484], [-2.889, -1.603, -1.969], [-2.006, -0.433, -2.991], [-1.481, -2.125, -2.930], [0.578, 0.832, 3.377], [2.047, 1.320, 2.481], [0.587, 2.335, 2.449], [2.227, 0.799, 0.512], [-0.999, -1.018, 0.701]],
  "forces_ev_per_angstrom": [[0.32, -0.12, 0.01], [-0.51, -0.19, -0.56], [0.31, 0.22, 0.07], [0.21, 0.15, -0.95], [0.70, 0.44, 0.46], [-0.38, -0.14, 0.96], [-0.09, 0.08, 0.35], [-1.10, -0.71, -0.61], [0.09, 0.11, 0.19], [0.11, 0.02, -0.01], [0.10, -0.03, 0.11], [0.09, 0.09, 0.12], [0.11, 0.05, 0.06], [-0.04, -0.01, 0.13], [0.05, 0.06, 0.10], [-0.34, -0.22, -0.12], [0.37, 0.18, -0.30]],
  "mulliken_charge": [-0.05, -0.65, -0.74, -0.68, 0.22, -0.99, 1.10, -0.66, 0.26, 0.27, 0.27, 0.29, 0.26, 0.28, 0.24, 0.27, 0.33],
  "total_charge": 0,
  "mol_weight_g_mol": 115.14,
  "e_above_lowest_kj_mol": 534.2,
  "multiplicity": 1,
  "gap_ha": [0.2876, 0.2588],
  "lumo_ev": [0.7, 0.4]
}

***

{
  "formula": "C4H5FN2O",
  "method": "wB97M-V/def2-TZVPD",
  "symbols": ["C", "N", "C", "C", "O", "C", "F", "N", "H", "H", "H", "H", "H"],
  "xyz": [[2.134, 0.184, 0.001], [0.719, 0.189, -0.018], [-0.112, -0.904, -0.029], [-1.382, -0.489, -0.013], [-2.570, -1.131, 0.036], [-1.195, 0.909, 0.008], [-2.252, 1.761, 0.033], [0.051, 1.332, -0.038], [2.637, 0.617, -0.874], [2.415, 0.815, 0.885], [2.485, -0.817, 0.208], [0.312, -1.941, 0.119], [-3.242, -0.525, -0.317]],
  "forces_ev_per_angstrom": [[1.24, 1.12, 1.52], [-0.70, -1.32, -0.68], [2.80, -2.64, 0.61], [-0.79, 2.03, 0.06], [-0.23, -0.18, -0.18], [-0.99, 1.14, -0.28], [0.70, -0.26, -0.08], [-1.41, -0.05, 0.27], [-0.47, -0.26, -0.01], [0.13, -0.52, -0.77], [0.09, -0.24, -0.18], [-0.56, 1.45, -0.48], [0.20, -0.26, 0.22]],
  "mulliken_charge": [-0.72, 0.77, -0.58, 0.46, -0.56, 0.43, -0.28, -0.97, 0.26, 0.27, 0.29, 0.29, 0.33],
  "total_charge": 0,
  "mol_weight_g_mol": 116.09,
  "e_above_lowest_kj_mol": 110.8,
  "multiplicity": 1,
  "smiles": "Cn1cc(O)c(F)n1",
  "gap_ha": 0.3531,
  "lumo_ev": 0.8
}

***

{
  "formula": "C3H5N3O",
  "method": "wB97M-V/def2-TZVPD",
  "symbols": ["N", "C", "C", "N", "C", "O", "N", "H", "H", "H", "H", "H"],
  "xyz": [[-1.784, 0.038, 0.642], [0.212, -0.919, -0.104], [0.540, 0.396, 0.005], [1.631, 1.180, 0.131], [-0.893, 0.759, -0.165], [0.912, -2.014, -0.115], [-1.123, -0.852, -0.349], [0.281, -2.746, -0.211], [-2.744, 0.163, 0.321], [1.671, 1.866, 0.877], [2.539, 0.760, -0.038], [-1.242, 1.370, -0.993]],
  "forces_ev_per_angstrom": [[0.32, -0.09, 2.54], [2.76, 3.78, 1.25], [-0.90, -2.29, 0.60], [2.02, 1.46, 0.19], [-0.70, -1.82, -2.23], [0.44, -2.21, 0.08], [-3.72, 1.73, -2.23], [0.31, -0.04, -0.01], [0.20, -0.12, -0.22], [-0.14, -0.34, -0.06], [-0.46, 0.01, 0.07], [-0.13, -0.08, 0.03]],
  "mulliken_charge": [-0.42, 0.36, 0.17, -0.54, 0.07, -0.50, -0.50, 0.35, 0.32, 0.20, 0.21, 0.26],
  "total_charge": 0,
  "mol_weight_g_mol": 99.09,
  "e_above_lowest_kj_mol": 536.4,
  "multiplicity": 1,
  "gap_ha": 0.2879,
  "lumo_ev": 1.0
}

***

{
  "formula": "C5H16O2",
  "method": "wB97M-V/def2-TZVPD",
  "symbols": ["C", "C", "C", "C", "C", "H", "H", "H", "H", "H", "H", "H", "H", "H", "H", "H", "H", "O", "H", "H", "O", "H", "H"],
  "xyz": [[0.743, -3.019, 0.950], [2.143, -2.287, 0.986], [2.066, -0.963, 0.209], [0.811, -0.075, 0.264], [0.487, 0.405, 1.670], [0.560, -3.566, 0.034], [-0.023, -2.239, 0.927], [0.541, -3.642, 1.838], [2.763, -3.124, 0.654], [2.280, -2.154, 2.058], [2.306, -1.234, -0.831], [2.962, -0.334, 0.389], [0.115, -0.734, -0.229], [0.920, 0.875, -0.288], [-0.417, 1.021, 1.590], [1.248, 1.046, 2.127], [0.192, -0.391, 2.366], [-4.720, 3.184, -1.460], [-4.015, 3.665, -1.921], [-4.701, 2.389, -1.994], [-2.426, 3.929, -3.174], [-1.684, 4.185, -2.640], [-2.152, 3.061, -3.526]],
  "forces_ev_per_angstrom": [[-0.31, 1.13, 0.28], [-2.74, -1.15, 0.88], [2.53, 0.41, -1.23], [1.40, -0.29, 0.49], [-1.51, -0.17, 0.22], [0.24, -0.42, -0.18], [-0.18, -0.31, 0.37], [0.30, 0.10, -0.52], [0.92, 1.02, -0.29], [0.57, 0.33, 0.01], [-0.62, 0.06, -0.12], [-0.30, -0.28, 0.58], [-1.24, 0.55, 0.12], [0.29, -0.79, -0.44], [0.08, 0.10, 0.15], [0.15, -0.33, -0.24], [0.42, 0.03, -0.09], [0.44, 0.15, -0.33], [-0.08, 0.33, 0.25], [-0.41, -0.51, 0.09], [-0.21, -0.90, -0.60], [0.56, 0.37, 0.47], [-0.29, 0.57, 0.13]],
  "mulliken_charge": [-1.13, -0.34, -0.77, -0.48, -1.15, 0.37, 0.24, 0.31, 0.34, 0.28, 0.31, 0.38, 0.36, 0.32, 0.34, 0.33, 0.31, -0.65, 0.38, 0.28, -0.68, 0.33, 0.33],
  "total_charge": 0,
  "mol_weight_g_mol": 108.18,
  "e_above_lowest_kj_mol": 99.8,
  "multiplicity": 1,
  "smiles": "CCCCC.O.O",
  "gap_ha": 0.4045,
  "lumo_ev": 0.3
}

***

{
  "formula": "C2H4BrCl",
  "method": "wB97M-V/def2-TZVPD",
  "symbols": ["C", "C", "Cl", "Br", "H", "H", "H", "H"],
  "xyz": [[0.188, 0.495, -0.745], [-0.057, -0.415, 0.561], [0.468, -2.340, 1.226], [-1.438, 1.598, -0.953], [1.007, 1.172, -0.460], [0.484, 0.105, -1.719], [0.393, 0.037, 1.350], [-1.045, -0.653, 0.739]],
  "forces_ev_per_angstrom": [[3.82, -4.57, 3.32], [1.25, -0.28, -3.72], [0.18, 0.84, -0.89], [-3.57, 2.78, -0.88], [-0.09, 0.24, -0.10], [-0.59, -0.27, 0.03], [1.04, 1.47, 2.19], [-2.04, -0.20, 0.04]],
  "lowdin_spin": [0.39, 0.13, 0.17, 1.25, 0.05, 0.01, 0.00, 0.00],
  "total_charge": 0,
  "mol_weight_g_mol": 143.41,
  "e_above_lowest_kj_mol": 222.1,
  "multiplicity": 3,
  "gap_ha": [0.2367, 0.1807],
  "lumo_ev": [0.5, -4.9]
}

***

{
  "formula": "C19H28Br2F3N2O24S7",
  "method": "wB97M-V/def2-TZVPD",
  "symbols": ["O", "S", "O", "C", "C", "C", "F", "Br", "C", "F", "F", "Br", "N", "S", "O", "O", "C", "C", "C", "C", "C", "N", "H", "H", "H", "H", "H", "H", "H", "H", "C", "C", "O", "S", "O", "O", "O", "H", "H", "H", "H", "C", "C", "O", "S", "O", "O", "O", "H", "H", "H", "H", "C", "C", "O", "S", "O", "O", "O", "H", "H", "H", "H", "C", "C", "O", "S", "O", "O", "O", "H", "H", "H", "H", "C", "C", "O", "S", "O", "O", "O", "H", "H", "H", "H"],
  "xyz": [[-2.059, -4.323, -1.791], [-1.983, -4.825, -0.433], [-2.011, -6.272, -0.350], [-3.561, -4.378, 0.346], [-4.191, -3.070, -0.145], [-3.919, -1.739, 0.561], [-5.098, -1.301, 1.143], [-2.607, -1.779, 1.970], [-3.552, -0.601, -0.423], [-4.631, -0.372, -1.215], [-3.329, 0.548, 0.256], [-2.063, -0.987, -1.555], [-0.837, -4.232, 0.503], [0.683, -4.334, -0.012], [0.882, -5.119, -1.197], [1.514, -4.698, 1.112], [1.167, -2.622, -0.370], [0.705, -1.638, 0.479], [1.006, -0.313, 0.222], [1.820, -0.083, -0.879], [2.264, -1.155, -1.631], [1.945, -2.435, -1.425], [-4.192, -5.186, -0.011], [-3.523, -4.474, 1.427], [-5.266, -3.177, -0.059], [-3.982, -2.967, -1.208], [0.106, -1.920, 1.321], [0.635, 0.489, 0.839], [2.106, 0.925, -1.149], [2.924, -0.957, -2.467], [6.621, 3.523, -0.163], [5.967, 4.434, -1.180], [5.217, 3.549, -2.016], [4.677, 2.312, -1.145], [3.338, 2.575, -0.756], [5.034, 1.117, -1.812], [5.622, 2.537, 0.122], [7.496, 3.021, -0.581], [6.901, 4.042, 0.750], [6.691, 4.987, -1.773], [5.271, 5.131, -0.707], [-4.923, 4.337, 2.050], [-4.072, 3.628, 1.019], [-2.732, 3.776, 1.517], [-2.738, 3.773, 3.111], [-2.420, 2.480, 3.595], [-2.031, 4.918, 3.562], [-4.311, 4.012, 3.306], [-4.890, 5.421, 1.923], [-5.957, 4.001, 2.043], [-4.150, 4.068, 0.030], [-4.307, 2.565, 0.963], [6.567, 4.878, -5.888], [7.689, 4.301, -6.726], [8.868, 4.524, -5.936], [8.501, 4.416, -4.383], [8.810, 3.117, -3.914], [8.980, 5.579, -3.725], [6.915, 4.525, -4.543], [6.530, 5.967, -5.962], [5.596, 4.462, -6.138], [7.791, 4.791, -7.689], [7.569, 3.226, -6.872], [1.570, 1.079, 4.272], [2.794, 0.963, 5.156], [3.513, -0.153, 4.622], [3.303, -0.225, 3.027], [4.408, 0.400, 2.391], [2.886, -1.531, 2.702], [2.056, 0.783, 2.959], [0.811, 0.341, 4.536], [1.131, 2.073, 4.287], [2.546, 0.778, 6.198], [3.427, 1.851, 5.082], [-9.397, -5.052, 0.820], [-9.300, -6.561, 0.733], [-7.969, -6.800, 0.269], [-6.982, -5.675, 0.846], [-6.332, -6.167, 2.001], [-6.258, -5.120, -0.238], [-8.117, -4.641, 1.309], [-9.554, -4.602, -0.162], [-10.176, -4.719, 1.502], [-10.016, -6.990, 0.038], [-9.416, -7.028, 1.713]],
  "forces_ev_per_angstrom": [[0.01, 0.66, 0.08], [-0.06, -1.36, 0.01], [-0.07, -0.09, 0.16], [0.37, 0.66, -0.18], [0.07, -0.08, 0.25], [0.13, -0.06, -0.16], [-0.06, 0.06, 0.10], [-0.03, -0.05, 0.11], [-0.03, 0.00, -0.12], [-0.05, 0.02, 0.11], [-0.08, 0.02, -0.10], [0.09, 0.01, 0.09], [-0.09, 0.45, -0.65], [0.41, -0.57, 0.49], [-0.30, 0.22, -0.35], [-0.08, 0.34, 0.30], [-0.32, -0.87, -0.15], [-0.11, 0.46, 0.33], [0.30, -0.66, -0.49], [-0.19, 0.44, 0.10], [0.29, 0.00, -0.43], [-0.18, 0.60, 0.36], [0.29, 0.06, -0.09], [0.26, 0.10, 0.09], [-0.12, 0.02, -0.02], [0.17, -0.01, -0.08], [-0.18, -0.15, 0.17], [-0.04, 0.07, 0.05], [-0.07, -0.28, -0.03], [0.06, -0.06, -0.10], [0.31, -0.12, -0.22], [-0.15, 0.30, 0.20], [0.23, -0.15, -0.01], [0.12, 0.16, 0.17], [0.15, 0.20, 0.05], [-0.09, -0.08, -0.15], [-0.16, 0.18, -0.01], [0.00, 0.03, -0.02], [-0.16, -0.10, 0.11], [-0.06, -0.10, -0.18], [0.05, 0.02, 0.04], [0.02, 0.37, -0.15], [-0.20, -0.43, 0.02], [-0.07, 0.27, 0.08], [-0.20, -0.02, -0.24], [0.08, -0.01, 0.18], [0.15, 0.02, 0.04], [0.03, -0.21, -0.09], [0.00, -0.01, -0.02], [0.03, -0.12, 0.20], [0.23, 0.09, 0.01], [-0.01, 0.01, 0.00], [-0.02, 0.33, -0.16], [-0.15, -0.38, -0.06], [-0.11, 0.29, 0.06], [-0.24, -0.06, -0.29], [0.08, -0.01, 0.24], [0.16, 0.00, 0.10], [0.08, -0.16, -0.06], [0.01, -0.01, -0.02], [0.00, -0.12, 0.19], [0.19, 0.10, 0.07], [-0.04, 0.01, 0.00], [-0.24, -0.23, 0.20], [0.16, 0.32, -0.06], [-0.22, -0.04, 0.01], [-0.14, 0.14, 0.19], [0.02, 0.02, -0.13], [0.15, -0.17, -0.03], [0.28, 0.16, 0.07], [0.00, 0.01, 0.03], [0.04, 0.02, -0.19], [0.06, -0.19, -0.01], [-0.05, 0.03, 0.01], [-0.11, 0.08, -0.33], [-0.08, -0.09, 0.36], [-0.06, 0.21, -0.18], [-0.16, -0.05, -0.07], [0.11, 0.07, 0.10], [-0.58, -0.34, -0.05], [-0.05, -0.18, 0.15], [-0.02, -0.03, -0.01], [0.13, 0.07, 0.13], [0.15, -0.05, -0.14], [-0.04, 0.03, 0.00]],
  "mulliken_charge": [-0.69, 1.24, -0.76, -1.09, -0.98, 0.93, -0.37, 0.00, 0.17, -0.28, -0.18, 0.00, -0.28, 1.11, -0.66, -0.71, 0.46, 0.00, -0.70, -0.44, -0.77, -0.61, 0.34, 0.56, 0.29, 0.48, 0.46, 0.58, 0.53, 0.43, -0.34, -0.34, -0.30, 1.27, -0.58, -0.58, -0.28, 0.30, 0.32, 0.24, 0.27, -0.33, -0.07, -0.29, 1.13, -0.48, -0.58, -0.34, 0.28, 0.31, 0.35, 0.04, -0.33, -0.38, -0.30, 1.12, -0.53, -0.56, -0.23, 0.28, 0.33, 0.31, 0.30, -0.27, -0.40, -0.35, 1.01, -0.49, -0.47, -0.21, 0.27, 0.30, 0.31, 0.29, -0.31, -0.36, -0.33, 1.24, -0.62, -0.54, -0.34, 0.29, 0.30, 0.31, 0.30],
  "total_charge": -1,
  "mol_weight_g_mol": 1109.69,
  "e_above_lowest_kj_mol": 0.0,
  "multiplicity": 1,
  "gap_ha": 0.2445,
  "lumo_ev": 1.5
}

***

{
  "formula": "C4H7NO",
  "method": "wB97M-V/def2-TZVPD",
  "symbols": ["O", "C", "C", "C", "N", "C", "H", "H", "H", "H", "H", "H", "H"],
  "xyz": [[1.869, 0.737, 0.337], [0.914, 0.228, -0.544], [0.313, -1.179, -0.193], [-1.021, -0.495, 0.094], [-0.743, 0.575, 1.074], [-0.493, 0.809, -0.356], [1.405, 0.774, 1.192], [1.316, 0.303, -1.556], [0.795, -1.715, 0.629], [0.256, -1.822, -1.076], [-2.017, -0.906, -0.029], [-1.589, 1.084, 1.313], [-1.005, 1.606, -0.884]],
  "forces_ev_per_angstrom": [[0.02, 0.03, 0.20], [-0.09, -0.09, -0.30], [0.04, -0.11, 0.05], [-0.14, -0.17, -0.06], [-0.07, 0.06, 0.09], [0.02, 0.26, -0.22], [0.17, 0.08, -0.13], [-0.07, -0.06, 0.12], [-0.09, 0.10, -0.07], [0.01, 0.08, 0.12], [0.13, 0.10, 0.07], [-0.11, -0.27, 0.06], [0.18, -0.02, 0.07]],
  "mulliken_charge": [-0.55, -0.34, -0.55, -0.20, -0.62, -0.15, 0.38, 0.39, 0.26, 0.27, 0.40, 0.24, 0.45],
  "total_charge": 0,
  "mol_weight_g_mol": 85.11,
  "e_above_lowest_kj_mol": 255.2,
  "multiplicity": 1,
  "smiles": "O[C@H]1C[C@H]2N[C@@H]12",
  "gap_ha": 0.3858,
  "lumo_ev": 1.0
}

***

{
  "formula": "C3H6OS3",
  "method": "wB97M-V/def2-TZVPD",
  "symbols": ["C", "C", "C", "O", "S", "S", "S", "H", "H", "H", "H", "H", "H"],
  "xyz": [[-1.796, 0.493, -0.230], [0.251, 2.398, -0.109], [-0.387, -2.025, -0.243], [-3.247, -1.671, -0.339], [-3.175, -0.358, 0.298], [-1.538, 2.137, 0.008], [-0.358, -0.488, -1.153], [0.519, 3.280, 0.400], [0.758, 2.408, -1.137], [0.874, 1.636, 0.500], [0.637, -2.339, -0.036], [-0.802, -2.836, -0.815], [-0.766, -1.655, 0.666]],
  "forces_ev_per_angstrom": [[1.14, -3.49, -0.82], [2.38, -2.52, -0.28], [1.58, 0.01, -0.79], [-0.19, -0.96, -0.33], [1.65, 2.01, -0.35], [0.28, 1.41, -0.05], [-1.97, 1.73, 0.39], [-0.29, 1.53, 0.40], [-1.34, -0.01, 1.25], [-1.40, 0.77, -1.02], [0.23, 0.37, -0.08], [-1.01, -0.05, 0.38], [-1.06, -0.81, 1.31]],
  "mulliken_charge": [0.08, -0.93, -0.82, -0.50, 0.31, -0.01, -0.06, 0.36, 0.31, 0.33, 0.34, 0.28, 0.31],
  "total_charge": 0,
  "mol_weight_g_mol": 154.28,
  "e_above_lowest_kj_mol": 107.0,
  "multiplicity": 1,
  "gap_ha": [0.2896, 0.2897],
  "lumo_ev": [-0.2, -0.2]
}